P) DFT (ωB97M-V with the def2-TZVPD basis set) results for the ion C3H10N3S2 with charge +1.

XYZ file:
```
18
C3H10N3S2, DFT ωB97M-V with the def2-TZVPD basis set
H -2.2582 -1.7151 0.4305
C -0.5586 -0.5033 -0.0907
H 2.9759 0.7770 1.5317
S -1.8847 1.0203 0.5641
H -4.3308 -0.0940 0.5622
H -0.7354 -2.2799 1.0697
H 0.8238 -0.5381 1.5502
H 1.8208 1.9442 -1.6903
H 3.1827 1.9508 0.3059
C 1.5470 0.6855 -0.0394
N 1.4805 1.0482 -1.3006
S -3.5689 0.4800 -0.4276
N 2.6284 1.1657 0.6382
H -0.5000 -0.3063 -1.1805
H -0.9819 -2.3285 -0.7654
C -1.1621 -1.8682 0.2218
N 0.6236 -0.0975 0.5698
H 0.8979 0.6592 -1.9496
```

Charge: +1
SMILES: C[C@H]([NH+]=C(N)N)SS
2S+1: 1

***

Q) DFT (ωB97M-V with the def2-TZVPD basis set) results for a cluster of 2 separate species, C3H10N3S2 in total.

XYZ file:
```
18
C3H10N3S2, DFT ωB97M-V with the def2-TZVPD basis set
N 2.1366 1.3290 -0.6027
H 2.6868 1.2691 -1.4444
H 1.7609 2.2321 -0.3620
S -1.1391 -1.7581 0.3439
H -1.9841 -1.6781 1.3673
N 2.3426 -0.9364 -0.2505
H -1.6851 -0.6317 -1.6964
S -1.6318 1.2821 -0.1448
H 2.1462 -1.7608 0.2937
H 2.9005 -1.0468 -1.0814
H 0.7528 1.2257 1.5167
N 1.2203 0.3661 1.2732
C -1.8705 -0.4481 -0.6461
H -3.8269 0.5163 -0.9884
H -3.5329 0.0011 0.7322
C 1.8866 0.2515 0.1320
H 0.9395 -0.4538 1.7887
C -3.1025 0.2408 -0.2310
```

Charge: +1
2S+1: 1

***

Q) (88.8 kJ/mol below the next structure)

***

P) DFT (ωB97M-V with the def2-TZVPD basis set) results for a cluster of 2 separate species, C14H16 in total.

XYZ file:
```
30
C14H16, DFT ωB97M-V with the def2-TZVPD basis set
H 0.7005 2.3521 -1.5602
C -1.7552 -0.5495 -1.4995
H -1.6434 -4.1254 0.7273
C -0.7089 -3.6478 0.4402
C 0.7095 3.1155 -0.7802
C 2.3551 1.8562 2.3933
H 1.4529 3.8682 -1.0314
H -2.1994 0.4093 -1.2668
C -0.7634 -2.1191 -3.0295
C -1.4671 -1.4584 -0.4948
C -0.1622 2.0107 1.2846
H -1.1126 2.0423 0.7644
C 0.0183 1.3058 2.4559
H 1.4509 0.6332 3.8856
H -1.6130 -0.2375 -3.6214
H 0.0334 -3.9379 -2.1911
H 3.0362 2.6070 0.4857
H -0.4446 -2.3196 -4.0392
C -1.3769 -0.9012 -2.7960
H -0.1445 -3.2836 1.3022
C 2.1885 2.3956 1.1191
H -0.1973 3.6867 -0.9932
C -0.8654 -2.6944 -0.6982
H -0.0894 -4.5097 0.1497
C 0.9268 2.5439 0.5792
H -0.8553 0.8756 2.9351
C -0.4597 -2.9924 -1.9938
H -1.8636 -1.1750 0.4761
C 1.2870 1.2585 3.0222
H 3.3288 1.8693 2.8703
```

Charge: 0
SMILES: Cc1ccccc1.Cc1ccccc1
2S+1: 1

***

Q) DFT (ωB97M-V with the def2-TZVPD basis set) results for a cluster of 2 separate species, C14H16 in total.

XYZ file:
```
30
C14H16, DFT ωB97M-V with the def2-TZVPD basis set
H -3.0943 2.4583 -0.2804
H -4.7930 1.5315 -1.9497
C 3.1299 1.1960 -0.3957
H -0.2312 -1.2216 0.5466
H 3.5914 1.6937 -1.2361
C -2.9435 1.5197 -0.8028
C -3.6505 -0.2006 -2.3238
H -1.1046 1.0043 0.3685
H 2.0622 2.7817 0.5821
H 4.0548 -0.4956 -1.1515
H -4.2546 -0.6374 -3.1053
C -1.1494 -1.6139 0.1072
H 2.3010 -0.9707 3.8201
C 2.3116 -0.4291 1.7198
C 2.3621 1.7429 0.6389
C 3.3836 -0.1564 -0.3642
C 1.9367 0.9146 1.6647
H -2.5945 -2.0762 -2.0710
C -1.9423 -0.6320 -0.6880
C 2.9156 -1.0503 0.6117
H -1.8362 -1.9614 0.8787
C 1.8717 -1.2929 2.8716
H 2.1567 -2.3373 2.7207
C -1.9205 0.7295 -0.2826
C -3.8468 1.0447 -1.7519
H 1.4207 1.4632 2.4426
H 0.7842 -1.3486 2.9639
H 2.9739 -2.1197 0.7402
C -2.6380 -1.0236 -1.8134
H -0.8191 -2.4462 -0.5199
```

Charge: 0
SMILES: Cc1ccccc1.Cc1ccccc1
2S+1: 1

***

P) (51.6 kJ/mol below the next structure)

***

P) DFT (ωB97M-V with the def2-TZVPD basis set) results for a cluster of 2 separate species, C14H16 in total.

XYZ file:
```
30
C14H16, DFT ωB97M-V with the def2-TZVPD basis set
H -1.9996 2.5287 0.1238
C -1.0825 -2.0037 2.2689
H -1.9672 0.7999 0.4223
C -1.4371 -2.9937 1.3655
H 1.9632 2.0356 -3.7862
H 0.3542 -0.3637 3.9849
H 0.9360 -2.5260 -0.9865
C -0.1443 0.6524 -1.5632
H -0.4219 0.7497 2.8936
C 1.3842 1.9200 -2.8852
H 1.8401 3.8890 -2.0953
H 1.4242 -0.5803 0.4616
C 0.6421 0.7793 -2.7006
H 0.5625 3.6601 -0.1098
H -2.2508 -3.6657 1.6430
C 0.5336 2.8227 -0.8237
H -0.6971 -0.2724 -1.4174
C -1.3627 1.6814 0.3873
H -1.0384 1.7059 1.4397
C 1.2665 2.9755 -1.9938
C -0.0352 -1.1315 1.9316
H -1.6160 -1.9702 3.2034
C 0.3086 -0.0552 2.9384
H 0.6569 -0.0158 -3.4269
C -0.6664 -3.2221 0.2328
H 1.2686 0.4204 2.7232
C -0.2629 1.7040 -0.6565
C 0.6608 -1.2895 0.7473
C 0.3666 -2.3577 -0.0709
H -0.9123 -4.0263 -0.4447
```

Charge: 0
SMILES: Cc1ccccc1.Cc1ccccc1
2S+1: 1

***

Q) DFT (ωB97M-V with the def2-TZVPD basis set) results for a cluster of 2 separate species, C14H16 in total.

XYZ file:
```
30
C14H16, DFT ωB97M-V with the def2-TZVPD basis set
H -3.7786 -1.2797 -1.8623
C 0.9104 1.3632 1.2855
C 0.4634 1.1664 5.0129
C 2.1583 0.1478 3.4869
C 1.8650 0.4155 1.1318
H -3.2374 -0.2548 -4.0266
C -2.7507 -1.0999 -2.1589
H -0.6244 2.1358 2.7890
H -0.5995 1.2092 5.0138
C 2.4135 -0.2750 2.2513
C -1.1133 -0.5560 -3.6688
H 0.4094 -1.2008 -0.7583
H 2.1978 -0.0984 0.1659
C 0.3121 1.4924 2.5617
H 0.6445 2.1582 5.5501
H 2.9161 -0.0943 4.2120
C -1.8285 -1.4240 -1.0862
H -0.9581 0.4656 -5.7166
C -0.1718 -0.7330 -2.6702
H 0.7971 0.2574 5.5481
C -0.4175 -0.2021 -5.0366
H 0.6125 0.0019 -4.8409
H 0.9439 -0.7852 -2.8765
H -2.1355 -1.5928 -0.0291
C -0.5008 -1.1682 -1.3947
C -2.4399 -0.7396 -3.4143
H 0.5262 1.8976 0.3960
C 0.9492 1.0277 3.6778
H -0.7361 -1.2056 -5.4345
H 3.1727 -1.0295 1.8917
```

Charge: 0
SMILES: Cc1ccccc1.Cc1ccccc1
2S+1: 1

***

P) (240.3 kJ/mol below the next structure)

***

P) DFT (ωB97M-V with the def2-TZVPD basis set) results for a cluster of 2 separate species, C14H16 in total.

XYZ file:
```
30
C14H16, DFT ωB97M-V with the def2-TZVPD basis set
C 0.6183 2.4838 0.4672
H -0.2118 -4.2729 -1.1393
C -0.8055 2.5552 -1.4108
C 0.3184 2.6465 -2.2360
H -2.0932 2.7036 -3.0227
H -0.9965 -1.8386 -1.5951
H 2.4577 2.4673 -2.2609
H -1.5382 2.3981 0.5832
C -0.6615 2.5253 0.0161
C -0.4437 -1.0613 0.3444
C 1.5824 2.4828 -1.7498
C -0.5482 -2.0986 -0.6628
H -2.7110 3.2991 -1.4472
H -0.4232 0.0136 0.0997
H 0.7428 2.6827 1.5733
H 0.5852 -4.7636 1.1768
H 0.5402 -2.0770 3.7229
H 1.9270 -2.7944 2.8824
H 0.0474 2.8360 -3.2871
C 0.8471 -2.8979 3.1398
C -0.3190 -1.3971 1.6589
C -0.2585 -3.4523 -0.3564
C -2.2400 2.3550 -1.9452
C 1.7800 2.3597 -0.3378
H 0.6317 -3.7713 3.8360
H -0.2345 -0.6988 2.5451
C 0.2081 -3.7102 0.8953
C 0.1220 -2.7461 1.8507
H -2.6297 1.3202 -1.8056
H 2.7063 2.2277 0.0971
```

Charge: 0
SMILES: Cc1ccccc1.Cc1ccccc1
2S+1: 1

***

Q) DFT (ωB97M-V with the def2-TZVPD basis set) results for a cluster of 2 separate species, C14H16 in total.

XYZ file:
```
30
C14H16, DFT ωB97M-V with the def2-TZVPD basis set
C 3.7094 0.0610 -1.5340
H -3.8889 -0.7209 2.7008
C -1.9015 2.1061 0.7747
H -2.8552 -1.1642 -1.0508
H -1.5633 3.0046 2.6639
H 1.4800 -1.0226 -3.5676
C 4.1740 0.5817 -0.3414
C -3.1634 0.0329 0.7113
H 1.6527 -2.3735 -2.8581
H 0.9206 -1.6846 -0.5811
C 2.2414 -0.4752 0.6685
C 2.2980 -1.5242 -3.0318
H 3.2790 -1.5603 -3.5637
H 1.5857 -0.5865 1.4154
H -1.3966 2.9565 0.3309
C -2.4799 1.0614 0.0884
H -4.5384 -1.2897 -0.3703
C -2.0250 2.1377 2.2261
H -3.2745 -2.2054 0.1278
H -2.8572 1.0700 3.8810
C -2.7631 1.1073 2.7605
H 3.5388 0.7896 1.7151
C 1.8558 -1.1143 -0.5942
C 3.3553 0.3565 0.8007
H -2.3202 1.1062 -1.0612
C 2.5363 -0.7670 -1.6915
H 4.2162 0.1977 -2.5279
C -3.3831 0.0366 2.1294
H 5.0907 1.0588 -0.1125
C -3.5235 -1.1764 -0.1085
```

Charge: 0
SMILES: Cc1ccccc1.Cc1ccccc1
2S+1: 1

***

Q) (16.0 kJ/mol below the next structure)